1.
{
  "formula": "C28H10Cl68N3O2",
  "method": "ωB97M-V/def2-TZVPD",
  "homo_lumo_gap_ev": 8.01,
  "total_charge": 1,
  "elements": ["N", "C", "C", "C", "O", "O", "C", "C", "N", "C", "C", "C", "C", "C", "C", "N", "H", "H", "H", "H", "H", "H", "H", "H", "H", "H", "C", "Cl", "Cl", "Cl", "Cl", "C", "Cl", "Cl", "Cl", "Cl", "C", "Cl", "Cl", "Cl", "Cl", "C", "Cl", "Cl", "Cl", "Cl", "C", "Cl", "Cl", "Cl", "Cl", "C", "Cl", "Cl", "Cl", "Cl", "C", "Cl", "Cl", "Cl", "Cl", "C", "Cl", "Cl", "Cl", "Cl", "C", "Cl", "Cl", "Cl", "Cl", "C", "Cl", "Cl", "Cl", "Cl", "C", "Cl", "Cl", "Cl", "Cl", "C", "Cl", "Cl", "Cl", "Cl", "C", "Cl", "Cl", "Cl", "Cl", "C", "Cl", "Cl", "Cl", "Cl", "C", "Cl", "Cl", "Cl", "Cl", "C", "Cl", "Cl", "Cl", "Cl", "C", "Cl", "Cl", "Cl", "Cl"],
  "positions_angstrom": [[0.019, -2.392, 0.190], [-0.645, -1.144, 0.068], [-2.040, -1.113, 0.217], [-2.707, -2.473, 0.481], [-2.886, -2.891, 1.591], [-3.050, -3.160, -0.644], [-2.752, 0.081, 0.099], [-2.033, 1.221, -0.151], [-0.706, 1.171, -0.290], [0.012, 0.048, -0.195], [1.506, 0.055, -0.405], [1.971, 0.389, -1.665], [3.359, 0.393, -1.846], [4.161, 0.058, -0.761], [3.532, -0.285, 0.431], [2.230, -0.298, 0.648], [0.744, -2.455, -0.522], [0.487, -2.461, 1.091], [-2.435, -2.851, -1.327], [-3.835, 0.091, 0.189], [-2.539, 2.219, -0.266], [-0.240, 2.054, -0.482], [1.278, 0.633, -2.478], [3.790, 0.643, -2.815], [5.243, 0.073, -0.870], [4.174, -0.581, 1.283], [-5.636, 3.577, -1.490], [-6.084, 4.584, -0.114], [-4.236, 2.556, -1.042], [-6.986, 2.535, -1.936], [-5.191, 4.601, -2.856], [1.047, 3.910, -3.991], [-0.203, 3.972, -5.233], [1.349, 5.531, -3.376], [0.498, 2.866, -2.651], [2.532, 3.238, -4.676], [-0.878, 8.599, -2.073], [0.855, 8.255, -1.909], [-1.094, 9.967, -3.160], [-1.706, 7.182, -2.746], [-1.556, 8.975, -0.485], [0.790, 12.175, -6.157], [0.513, 10.992, -7.439], [1.405, 13.679, -6.847], [-0.736, 12.486, -5.315], [1.967, 11.520, -5.006], [5.363, 13.074, -8.432], [6.450, 11.784, -8.967], [4.116, 12.401, -7.374], [6.287, 14.295, -7.549], [4.596, 13.820, -9.841], [5.965, -2.909, 3.388], [7.023, -4.172, 2.747], [4.747, -3.630, 4.437], [6.923, -1.737, 4.295], [5.138, -2.085, 2.041], [4.245, -7.050, 6.421], [4.509, -8.698, 6.997], [5.412, -6.664, 5.150], [2.609, -6.905, 5.761], [4.440, -5.915, 7.764], [-1.425, -5.413, 6.425], [-2.642, -5.216, 7.690], [0.044, -4.534, 6.877], [-1.051, -7.132, 6.230], [-2.051, -4.770, 4.899], [-6.562, -5.403, 9.511], [-7.768, -4.505, 10.480], [-4.937, -4.996, 10.079], [-6.837, -7.136, 9.712], [-6.691, -4.984, 7.802], [1.182, -1.149, -5.733], [-0.066, -1.084, -6.979], [1.526, 0.494, -5.156], [0.612, -2.141, -4.375], [2.656, -1.857, -6.397], [-10.818, -2.977, 7.447], [-11.162, -4.054, 6.084], [-10.203, -1.433, 6.836], [-12.302, -2.697, 8.366], [-9.601, -3.720, 8.496], [-9.397, -0.659, -3.503], [-8.107, -1.636, -2.784], [-10.928, -1.527, -3.389], [-9.524, 0.877, -2.629], [-9.019, -0.340, -5.199], [5.826, -4.666, -6.972], [7.259, -4.196, -6.052], [4.794, -5.699, -5.973], [4.924, -3.212, -7.439], [6.313, -5.545, -8.423], [-0.181, 6.961, -8.713], [1.531, 6.582, -8.483], [-0.344, 8.262, -9.898], [-1.031, 5.523, -9.295], [-0.882, 7.474, -7.171], [9.993, -2.150, -4.113], [8.793, -1.267, -3.153], [11.616, -1.704, -3.580], [9.756, -3.890, -3.890], [9.799, -1.737, -5.820], [4.052, -12.638, 8.805], [5.358, -13.513, 9.612], [2.564, -13.588, 8.890], [3.803, -11.080, 9.605], [4.484, -12.371, 7.108], [-4.895, -0.678, 10.852], [-5.471, 0.319, 12.193], [-3.443, -1.558, 11.352], [-6.151, -1.832, 10.391], [-4.508, 0.359, 9.470]],
  "mulliken_charge": [-0.433, 0.394, 0.693, 0.201, -0.468, -0.454, -0.591, -0.556, 0.291, 0.019, -0.150, -0.292, -0.927, -0.602, -0.502, -0.423, 0.320, 0.314, 0.406, 0.536, 0.659, 0.358, 0.887, 0.461, 0.480, 0.670, 0.242, -0.094, -0.177, -0.004, -0.056, 0.146, -0.033, 0.029, -0.098, -0.100, 0.276, -0.123, 0.001, -0.067, -0.094, 0.259, 0.013, -0.061, -0.123, -0.079, 0.293, -0.105, 0.006, -0.094, -0.102, 0.286, -0.104, -0.041, -0.096, -0.158, 0.231, -0.024, -0.050, -0.030, -0.108, 0.240, 0.012, -0.103, -0.095, -0.069, 0.328, -0.132, -0.039, -0.088, -0.069, 0.127, -0.087, 0.044, -0.111, -0.014, 0.263, -0.109, -0.110, -0.101, 0.046, 0.368, -0.094, -0.086, -0.096, -0.091, 0.323, -0.006, -0.108, -0.100, -0.086, 0.311, -0.086, -0.092, -0.104, -0.036, 0.338, -0.076, -0.092, -0.100, -0.082, 0.371, -0.086, -0.090, -0.099, -0.104, 0.303, -0.094, -0.104, 0.022, -0.109]
}

=====

2.
{
  "formula": "C20H27N5O3",
  "method": "ωB97M-V/def2-TZVPD",
  "e_above_lowest_kcal_mol": 13.0,
  "homo_lumo_gap_ev": 9.03,
  "smiles": "CCCn1c(N)c(N2CCCCC2)c(=O)n(CC(=O)Nc2ccccc2)c1=O",
  "elements": ["C", "C", "C", "N", "C", "N", "C", "N", "C", "C", "C", "C", "C", "C", "O", "N", "C", "C", "O", "N", "C", "C", "C", "C", "C", "C", "C", "O", "H", "H", "H", "H", "H", "H", "H", "H", "H", "H", "H", "H", "H", "H", "H", "H", "H", "H", "H", "H", "H", "H", "H", "H", "H", "H", "H"],
  "positions_angstrom": [[1.749, 4.615, 0.264], [2.246, 4.248, -1.129], [3.119, 2.990, -1.161], [2.382, 1.798, -0.769], [2.453, 1.268, 0.492], [3.277, 1.834, 1.424], [1.773, 0.121, 0.817], [1.895, -0.339, 2.167], [2.636, -1.590, 2.273], [2.952, -1.868, 3.739], [1.659, -1.950, 4.544], [0.859, -0.667, 4.343], [0.611, -0.438, 2.855], [0.946, -0.536, -0.146], [0.284, -1.549, 0.018], [0.920, 0.093, -1.402], [-0.046, -0.458, -2.333], [-1.438, -0.301, -1.703], [-1.729, 0.696, -1.083], [-2.259, -1.350, -1.951], [-3.585, -1.541, -1.545], [-4.313, -0.575, -0.857], [-5.625, -0.830, -0.500], [-6.226, -2.035, -0.822], [-5.502, -2.997, -1.507], [-4.191, -2.753, -1.867], [1.590, 1.231, -1.755], [1.533, 1.710, -2.869], [1.107, 5.490, 0.208], [2.581, 4.857, 0.927], [1.167, 3.804, 0.696], [2.830, 5.073, -1.540], [1.392, 4.081, -1.786], [3.998, 3.088, -0.524], [3.447, 2.828, -2.192], [3.358, 2.837, 1.443], [3.136, 1.382, 2.322], [3.561, -1.484, 1.699], [2.060, -2.429, 1.852], [3.513, -2.801, 3.820], [3.574, -1.060, 4.131], [1.879, -2.099, 5.603], [1.069, -2.801, 4.196], [-0.098, -0.726, 4.864], [1.419, 0.179, 4.749], [0.070, 0.499, 2.697], [0.001, -1.257, 2.449], [0.197, -1.504, -2.529], [0.013, 0.131, -3.252], [-1.852, -2.150, -2.416], [-3.847, 0.361, -0.603], [-6.182, -0.076, 0.035], [-7.251, -2.225, -0.541], [-5.960, -3.941, -1.763], [-3.628, -3.507, -2.401]],
  "nbo_charge": [-0.616, -0.408, -0.220, -0.431, 0.464, -0.810, -0.128, -0.473, -0.217, -0.402, -0.398, -0.402, -0.222, 0.655, -0.642, -0.452, -0.303, 0.691, -0.613, -0.614, 0.238, -0.272, -0.188, -0.236, -0.195, -0.271, 0.812, -0.639, 0.224, 0.187, 0.209, 0.208, 0.227, 0.204, 0.243, 0.392, 0.427, 0.201, 0.187, 0.209, 0.193, 0.207, 0.198, 0.210, 0.192, 0.204, 0.197, 0.213, 0.266, 0.398, 0.255, 0.213, 0.212, 0.213, 0.203]
}

=====

3.
{
  "formula": "CH2N4O2",
  "method": "ωB97M-V/def2-TZVPD",
  "e_above_lowest_kcal_mol": 137.0,
  "homo_lumo_gap_ev": 8.16,
  "elements": ["C", "N", "N", "N", "N", "O", "O", "H", "H"],
  "positions_angstrom": [[1.459, -0.071, 0.049], [1.068, 1.201, -0.088], [0.445, -0.887, 0.096], [-0.206, 1.118, -0.005], [-0.581, -0.148, 0.090], [-2.054, -0.849, 0.060], [-0.970, 2.074, 0.021], [2.388, -0.492, 0.343], [-2.046, -1.758, -0.340]],
  "nbo_charge": [0.107, -0.252, -0.274, 0.397, 0.223, -0.482, -0.443, 0.221, 0.503]
}

=====

4.
{
  "formula": "C57H83FeO9PSe2",
  "method": "ωB97M-V/def2-TZVPD",
  "s2": 8.77,
  "homo_lumo_gap_ev": [6.87, 6.34],
  "total_charge": -1,
  "multiplicity": 6,
  "elements": ["Fe", "C", "O", "C", "C", "C", "C", "C", "C", "C", "C", "C", "C", "C", "C", "C", "C", "C", "C", "C", "C", "C", "C", "C", "C", "C", "C", "C", "C", "C", "C", "C", "C", "O", "C", "C", "C", "C", "C", "O", "C", "C", "C", "C", "C", "C", "O", "C", "C", "C", "C", "H", "H", "H", "H", "H", "H", "H", "H", "H", "H", "H", "H", "H", "H", "H", "H", "H", "H", "H", "H", "H", "H", "H", "H", "H", "H", "H", "H", "H", "H", "H", "H", "H", "H", "H", "H", "H", "H", "H", "H", "H", "H", "H", "H", "H", "H", "H", "H", "H", "H", "H", "H", "H", "H", "H", "H", "H", "H", "O", "C", "C", "C", "O", "C", "Se", "C", "Se", "H", "H", "H", "H", "H", "H", "H", "H", "H", "H", "C", "C", "O", "P", "O", "C", "C", "O", "C", "C", "H", "H", "H", "H", "H", "H", "H", "H", "H", "H", "H", "H", "H", "H", "H"],
  "positions_angstrom": [[-0.423, -0.188, -0.295], [-0.601, -3.937, -0.772], [0.149, -2.755, -0.492], [1.501, -3.012, -0.382], [2.271, -3.103, -1.529], [1.703, -2.746, -2.885], [2.236, -1.400, -3.314], [3.243, -1.308, -4.262], [3.776, -0.091, -4.678], [3.274, 1.046, -4.055], [2.273, 0.994, -3.092], [1.786, 2.251, -2.419], [2.431, 2.381, -1.058], [3.804, 2.611, -0.969], [4.461, 2.704, 0.248], [3.705, 2.495, 1.402], [2.341, 2.261, 1.352], [1.571, 1.987, 2.619], [1.847, 0.597, 3.135], [2.510, 0.413, 4.340], [2.759, -0.848, 4.878], [2.365, -1.935, 4.104], [1.698, -1.793, 2.894], [1.237, -3.009, 2.131], [2.056, -3.206, 0.877], [3.388, -3.583, 0.960], [4.180, -3.762, -0.172], [3.605, -3.484, -1.406], [5.608, -4.289, -0.021], [6.316, -4.440, -1.367], [5.556, -5.671, 0.651], [6.429, -3.332, 0.854], [1.379, -0.513, 2.399], [0.639, -0.367, 1.322], [3.428, -1.010, 6.242], [3.091, -2.365, 6.876], [2.962, 0.087, 7.211], [4.953, -0.909, 6.082], [1.710, 2.242, 0.113], [0.329, 2.087, 0.068], [-0.360, 3.333, 0.141], [5.952, 3.024, 0.363], [6.582, 3.326, -0.997], [6.683, 1.826, 0.986], [6.137, 4.258, 1.260], [1.710, -0.239, -2.713], [0.715, -0.312, -1.850], [4.879, -0.027, -5.736], [4.664, -1.099, -6.816], [4.912, 1.338, -6.434], [6.240, -0.267, -5.065], [-0.616, -4.591, 0.105], [-0.158, -4.474, -1.614], [-1.607, -3.619, -1.022], [0.617, -2.698, -2.830], [1.991, -3.499, -3.621], [3.615, -2.235, -4.691], [3.663, 2.025, -4.318], [0.706, 2.210, -2.312], [2.040, 3.116, -3.034], [4.352, 2.702, -1.900], [4.180, 2.498, 2.379], [0.506, 2.077, 2.414], [1.848, 2.715, 3.384], [2.834, 1.301, 4.874], [2.566, -2.945, 4.447], [0.189, -2.884, 1.855], [1.328, -3.888, 2.773], [3.806, -3.737, 1.951], [4.193, -3.547, -2.315], [5.782, -5.128, -2.026], [7.321, -4.839, -1.205], [6.414, -3.477, -1.875], [4.895, -6.342, 0.096], [5.180, -5.600, 1.674], [6.555, -6.117, 0.686], [6.496, -2.347, 0.384], [7.443, -3.719, 0.993], [5.976, -3.203, 1.839], [2.010, -2.521, 6.911], [3.480, -2.402, 7.896], [3.539, -3.194, 6.324], [1.871, 0.157, 7.224], [3.361, 1.066, 6.939], [3.307, -0.138, 8.224], [5.323, -1.705, 5.431], [5.455, -0.991, 7.052], [5.226, 0.049, 5.631], [0.016, 3.911, 0.990], [-1.415, 3.112, 0.271], [-0.224, 3.903, -0.780], [6.543, 2.457, -1.659], [7.632, 3.598, -0.860], [6.077, 4.160, -1.491], [6.579, 0.944, 0.349], [6.271, 1.579, 1.967], [7.748, 2.047, 1.106], [5.558, 5.100, 0.873], [7.191, 4.547, 1.295], [5.805, 4.062, 2.281], [3.642, -1.060, -7.200], [4.844, -2.104, -6.430], [5.355, -0.937, -7.648], [3.927, 1.598, -6.828], [5.622, 1.311, -7.265], [5.231, 2.133, -5.756], [6.252, -1.238, -4.562], [6.437, 0.503, -4.316], [7.049, -0.249, -5.804], [-2.086, -1.712, -2.869], [-3.346, -1.178, -3.203], [-4.132, -0.401, -2.120], [-5.577, -0.435, -2.656], [-6.489, 0.432, -1.987], [-3.693, 1.057, -1.965], [-1.784, 1.409, -2.190], [-4.144, -1.076, -0.754], [-2.513, -1.208, 0.330], [-1.462, -0.967, -2.816], [-3.954, -2.040, -3.500], [-3.259, -0.511, -4.070], [-5.947, -1.466, -2.622], [-5.576, -0.112, -3.699], [-6.363, 0.327, -1.039], [-3.963, 1.430, -0.977], [-4.202, 1.677, -2.704], [-4.507, -2.101, -0.847], [-4.816, -0.525, -0.090], [-3.210, 4.270, 3.601], [-1.957, 3.532, 4.045], [-2.158, 2.126, 4.162], [-2.085, 1.207, 2.768], [-3.619, 1.323, 2.243], [-4.729, 0.741, 2.925], [-5.985, 1.446, 2.461], [-2.197, -0.207, 3.553], [-1.255, -0.615, 4.552], [-2.014, -1.072, 5.778], [-2.998, 5.336, 3.484], [-4.007, 4.148, 4.339], [-3.564, 3.876, 2.648], [-1.645, 3.876, 5.031], [-1.137, 3.740, 3.345], [-4.602, 0.835, 4.006], [-4.761, -0.324, 2.680], [-5.976, 2.494, 2.765], [-6.869, 0.963, 2.886], [-6.056, 1.412, 1.371], [-0.581, 0.205, 4.806], [-0.655, -1.427, 4.143], [-2.572, -0.239, 6.210], [-1.317, -1.459, 6.525], [-2.718, -1.862, 5.511]],
  "mulliken_charge": [1.623, -1.008, 0.735, -0.216, 0.447, -1.066, 0.486, -0.693, -0.058, -0.824, 0.201, -0.372, 0.294, -0.355, 0.100, -0.610, -0.295, 0.025, 0.480, -0.596, 0.139, -0.397, 0.592, -1.253, -0.046, -0.584, -0.082, -0.265, 2.257, -2.203, -1.785, -1.631, -0.811, 0.574, 1.789, -1.944, -1.702, -1.601, -0.295, 1.361, -1.246, 2.266, -2.145, -1.707, -1.791, -0.663, 0.907, 2.227, -1.873, -1.945, -1.305, 0.215, 0.319, 0.083, -0.160, 0.802, 0.127, 0.264, -0.888, 0.944, 0.522, 0.550, -1.729, 0.929, 0.219, 0.177, 0.005, 0.916, 0.536, 0.515, 0.364, 0.468, 0.382, 0.334, 0.307, 0.487, 0.322, 0.461, 0.278, 0.351, 0.460, 0.328, 0.313, 0.346, 0.451, 0.265, 0.439, 0.321, 0.361, 0.156, 0.151, 0.327, 0.462, 0.395, 0.380, 0.284, 0.461, 0.360, 0.475, 0.311, 0.403, 0.328, 0.454, 0.413, 0.460, 0.308, 0.268, 0.101, 0.440, -0.214, -1.696, 2.544, -1.184, -0.578, -0.942, -0.241, -1.073, -0.884, -0.227, 0.404, 0.393, 0.352, 0.517, 0.365, -0.132, 0.559, 0.439, 0.027, -0.974, -0.014, -0.346, -0.656, 0.167, -0.120, -1.322, -0.279, 0.721, -1.697, 0.454, 0.285, 0.060, 0.421, -0.087, 0.352, 0.261, 0.328, 0.374, 0.173, 0.167, -0.193, 0.339, 0.395, 0.307]
}